Molecular formula: ClH4N2OP
Method: DFT, ωB97M-V with the def2-TZVPD basis set

XYZ file:
```
9
Properties=species:S:1:pos:R:3:lowdin_charge:R:1
O 0.5929 -0.9462 -2.6962 -0.494
P -0.2689 -1.0436 -1.5297 0.700
N 0.8655 -1.2317 -0.3107 -0.755
Cl 0.5883 -1.3785 1.3609 0.514
H 1.8258 -1.5458 -0.5472 0.051
N -0.7617 1.4660 0.6988 -0.077
H -1.1211 2.4150 0.5302 0.000
H -0.1028 1.4816 1.5235 0.002
H -1.6180 0.7834 0.9704 0.060
```

Calculated values
Energy above the lowest of the compared OMol25 structures with the same formula, charge and spin, kcal per mole: 73.2
Structure (SMILES): O=PNCl.N
HOMO-LUMO gap, eV: 10.10
HOMO, eV: -9.8524
Net charge: 0
LUMO level, eV: 0.2

Molecular formula: C13H11BN2O5S2
Method: DFT, ωB97M-V with the def2-TZVPD basis set

XYZ file:
```
34
Properties=species:S:1:pos:R:3:lowdin_charge:R:1
O -0.6067 -2.5592 -0.7757 -0.302
S 0.3139 -2.4175 0.3922 0.746
O 0.8985 -3.5202 1.1439 -0.301
N 1.5759 -1.2311 0.2101 -0.067
C 1.9473 -0.5832 -0.9825 -0.259
C 3.1503 0.2083 -0.9845 -0.020
C 3.6116 0.7618 -2.1471 -0.076
C 2.8486 0.6569 -3.3152 -0.042
C 1.6359 -0.0139 -3.3379 -0.076
B 0.6573 -0.1751 -4.5648 -0.618
O 0.9884 0.2709 -5.8124 0.173
O -0.4247 -0.9871 -4.3894 0.160
C 1.2395 -0.6764 -2.1675 0.001
C -0.5834 -1.4853 1.6899 -0.598
C -1.1274 -1.9737 2.8360 -0.101
C -1.8982 -0.9227 3.5591 -0.105
C -1.8669 0.2707 2.9920 -0.474
C -2.5077 1.4519 3.5810 -0.284
C -2.4566 2.7859 3.1017 -0.020
C -3.4059 3.4635 3.8138 -0.074
O -3.8490 2.6153 4.7742 -0.039
N -3.3669 1.3811 4.5922 0.109
S -0.9991 0.1685 1.4986 1.075
H 2.1674 -1.1602 0.9920 0.100
H 3.7476 0.2432 -0.0672 0.111
H 4.4907 1.3333 -2.2366 0.092
H 3.2212 1.0800 -4.1888 0.091
H 0.2839 0.2130 -6.4687 0.105
H -0.8510 -1.3623 -5.1913 0.128
H 0.2737 -1.2456 -2.1100 0.104
H -1.1359 -2.9928 3.1573 0.108
H -2.4170 -1.1501 4.4755 0.116
H -1.7248 3.0923 2.4088 0.095
H -3.8303 4.4597 3.5219 0.147
```

Calculated values
Energy above the lowest of the compared OMol25 structures with the same formula, charge and spin, kcal per mole: 0.0
Structure (SMILES): O=S(=O)(Nc1cccc(B(O)O)c1)c1ccc(-c2ccon2)s1
HOMO-LUMO gap, eV: 8.60
HOMO, eV: -8.4406
Net charge: 0
LUMO level, eV: 0.2

Molecular formula: C2H5N
Method: DFT, ωB97M-V with the def2-TZVPD basis set

XYZ file:
```
8
Properties=species:S:1:pos:R:3:lowdin_charge:R:1
C -1.0669 0.4205 0.2893 -0.039
C 0.2414 0.3902 0.0725 -0.319
N 0.9206 -0.6441 -0.5454 0.025
H -1.6989 -0.4174 0.0481 0.041
H -1.5456 1.2899 0.6977 0.034
H 0.8663 1.2400 0.3130 0.099
H 0.4026 -1.5083 -0.6074 0.082
H 1.8807 -0.7709 -0.2677 0.077
```

Calculated values
Energy above the lowest of the compared OMol25 structures with the same formula, charge and spin, kcal per mole: 0.0
Structure (SMILES): C=CN
HOMO-LUMO gap, eV: 9.54
HOMO, eV: -8.2927
Net charge: 0
LUMO level, eV: 1.2

Molecular formula: C17H28NO2P2SZn
Method: DFT, ωB97M-V with the def2-TZVPD basis set

XYZ file:
```
52
Properties=species:S:1:pos:R:3:lowdin_charge:R:1
Zn -0.2095 0.0435 0.0711 0.275
P 1.9917 -0.6083 0.1605 0.765
C 2.1844 -1.1882 -1.5415 -0.302
C 0.9861 -1.4545 -2.2838 -0.370
N -0.2272 -1.0365 -1.7541 -0.024
C -1.3997 -1.3385 -2.3363 -0.341
C -1.4522 -2.1935 -3.4417 -0.047
C -0.2487 -2.5875 -4.0391 -0.059
C 0.9614 -2.1406 -3.5302 -0.036
C -2.6569 -0.7389 -1.7177 -0.249
P -2.2638 0.7823 -0.7312 0.820
H 1.9188 -2.4173 -3.9785 0.116
H -2.4245 -2.5353 -3.8062 0.115
H -0.2641 -3.2902 -4.8677 0.114
H -3.3954 -0.4774 -2.4909 0.103
H -3.1427 -1.4392 -1.0175 0.106
H 2.8784 1.3960 -2.5508 0.022
H 3.1077 -1.0224 -2.1133 0.060
H 0.8470 2.8887 -1.6184 0.134
O 2.6378 2.3217 -2.6340 -0.050
H 2.3467 2.3397 -3.5669 0.077
H 0.1961 2.0019 -0.4061 0.073
O 0.3476 2.9984 -0.7646 0.181
H 0.8906 3.4753 -0.0996 0.181
C -2.3570 2.0370 -2.0582 -0.259
H -3.3154 1.9274 -2.5882 0.060
H -2.3351 3.0424 -1.6127 0.048
H -1.5513 1.9353 -2.8038 0.055
C -3.7381 1.0700 0.3115 -0.238
H -3.5455 1.9376 0.9614 0.053
H -4.6349 1.2735 -0.2958 0.065
H -3.9303 0.1982 0.9542 0.043
C 2.2081 -2.2577 0.9152 -0.241
H 3.2590 -2.5445 0.7653 0.064
H 1.9102 -2.3173 1.9685 0.025
H 1.5985 -2.9578 0.3260 0.059
C 3.3962 0.4237 0.6867 -0.246
H 3.2283 0.7807 1.7134 0.043
H 4.3257 -0.1603 0.6650 0.060
H 3.5189 1.3019 0.0360 0.033
S -1.2175 -1.2023 2.0345 0.559
C -0.7385 -0.0310 3.1914 -0.764
C 0.5825 0.0235 3.7092 -0.138
C 0.9004 0.9378 4.7142 -0.095
C -0.0831 1.8014 5.2256 -0.093
C -1.3902 1.7639 4.7058 -0.093
C -1.7207 0.8576 3.7021 -0.139
H 1.3119 -0.7064 3.3455 0.075
H 1.9137 0.9396 5.1272 0.105
H 0.1816 2.5195 6.0069 0.103
H -2.1612 2.4208 5.1167 0.105
H -2.7444 0.7658 3.3312 0.086
```

Calculated values
HOMO-LUMO gap (spin up / spin down), eV: 5.15 / 5.15
HOMO (spin up / spin down), eV: -9.4356 / -9.4352
Net charge: +1
LUMO level (spin up / spin down), eV: -4.3 / -4.3

Q: Which F_max values were calculated for the entries above? A: 3.64; 4.11; 0.28; 2.44, in eV Å⁻¹.